{
  "formula": "C68H162O10",
  "method": "wB97M-V/def2-TZVPD",
  "homo_ha": -0.349,
  "relative_energy_kcal_mol": 0.00,
  "energy_ev": -93609.13006,
  "elements": ["C", "C", "C", "C", "C", "C", "H", "H", "H", "H", "H", "H", "H", "H", "H", "H", "H", "H", "H", "H", "C", "C", "C", "C", "C", "C", "H", "H", "H", "H", "H", "H", "H", "H", "H", "H", "H", "H", "H", "H", "C", "C", "C", "C", "C", "C", "H", "H", "H", "H", "H", "H", "H", "H", "H", "H", "H", "H", "H", "H", "C", "C", "C", "C", "C", "C", "H", "H", "H", "H", "H", "H", "H", "H", "H", "H", "H", "H", "H", "H", "C", "C", "C", "C", "C", "C", "H", "H", "H", "H", "H", "H", "H", "H", "H", "H", "H", "H", "H", "H", "C", "C", "C", "C", "C", "C", "H", "H", "H", "H", "H", "H", "H", "H", "H", "H", "H", "H", "H", "H", "C", "C", "C", "C", "C", "C", "H", "H", "H", "H", "H", "H", "H", "H", "H", "H", "H", "H", "H", "H", "C", "C", "C", "C", "C", "C", "H", "H", "H", "H", "H", "H", "H", "H", "H", "H", "H", "H", "H", "H", "C", "O", "C", "C", "O", "C", "H", "H", "H", "H", "H", "H", "H", "H", "H", "H", "C", "O", "C", "C", "O", "C", "H", "H", "H", "H", "H", "H", "H", "H", "H", "H", "C", "O", "C", "C", "O", "C", "H", "H", "H", "H", "H", "H", "H", "H", "H", "H", "C", "O", "C", "C", "O", "C", "H", "H", "H", "H", "H", "H", "H", "H", "H", "H", "C", "O", "C", "C", "O", "C", "H", "H", "H", "H", "H", "H", "H", "H", "H", "H"],
  "positions_angstrom": [[15.09820, -28.06755, 10.29965], [13.99569, -27.59561, 11.16625], [12.72392, -27.20689, 10.47126], [11.59524, -26.75284, 11.38426], [10.31651, -26.40428, 10.60340], [9.24912, -25.84169, 11.57382], [15.41046, -27.27493, 9.65453], [14.72380, -28.85118, 9.64509], [16.00753, -28.34720, 10.86951], [13.69822, -28.39045, 11.87778], [14.27094, -26.80089, 11.78418], [12.16202, -28.01631, 9.99626], [12.78574, -26.46916, 9.62011], [11.32534, -27.59027, 12.07470], [11.79851, -25.91716, 12.10658], [10.46972, -25.80611, 9.70674], [9.89381, -27.34525, 10.15953], [9.16779, -26.45734, 12.42932], [9.49390, -24.81532, 11.85140], [8.25499, -25.78097, 11.20945], [10.07553, -18.68086, 19.67767], [10.93652, -19.04400, 18.47318], [12.51050, -19.05984, 18.59724], [12.98583, -20.24352, 19.39170], [13.10258, -21.52683, 18.50343], [13.21899, -22.74951, 19.32663], [10.12580, -19.55007, 20.39825], [9.00055, -18.58711, 19.37410], [10.45321, -17.74035, 20.17446], [10.62185, -20.04894, 18.12685], [10.67259, -18.30061, 17.68988], [12.96563, -18.14238, 19.02439], [12.97666, -19.19949, 17.59929], [13.88291, -20.09509, 19.97590], [12.29132, -20.51881, 20.23987], [12.22600, -21.73163, 17.80856], [14.01282, -21.39403, 17.82458], [12.40935, -22.90836, 19.99068], [13.25833, -23.63714, 18.70884], [14.12736, -22.66478, 19.95310], [6.76855, -19.20738, 17.39905], [6.12784, -19.57151, 18.72653], [4.62503, -19.40364, 18.91776], [4.19776, -19.90993, 20.24601], [2.67516, -19.79122, 20.60805], [2.43730, -20.20389, 22.01642], [7.88237, -19.39931, 17.42480], [6.62763, -18.15001, 17.18960], [6.36674, -19.89288, 16.59951], [6.49387, -20.60081, 18.83860], [6.64740, -18.94079, 19.51796], [4.04788, -19.86896, 18.12246], [4.43247, -18.32820, 18.81699], [4.50652, -20.93300, 20.39970], [4.72088, -19.37621, 21.03807], [2.40140, -18.75067, 20.44232], [2.00625, -20.26026, 19.83350], [2.45039, -21.24194, 22.03715], [3.25116, -19.82390, 22.61494], [1.48646, -19.78428, 22.34573], [13.00714, -26.22939, 19.80105], [11.50173, -25.83304, 19.77336], [10.61612, -27.03889, 19.50209], [9.08164, -26.94417, 19.85599], [8.36726, -28.21471, 19.50561], [6.75903, -28.01154, 19.65746], [13.24832, -26.51420, 18.80771], [13.10038, -27.12089, 20.44013], [13.65651, -25.37625, 20.02826], [11.13776, -25.45115, 20.74351], [11.27095, -25.05392, 19.03075], [10.98718, -28.01647, 19.79941], [10.65430, -27.13076, 18.35899], [8.99325, -26.75094, 20.95232], [8.82171, -26.02224, 19.32432], [8.66714, -28.58152, 18.57061], [8.78255, -28.94019, 20.23715], [6.35726, -27.40907, 18.88714], [6.31039, -28.99567, 19.61800], [6.49949, -27.56582, 20.62900], [8.66211, -27.78245, 15.55560], [8.08296, -29.15329, 15.52135], [8.45372, -29.95865, 14.22333], [7.77949, -29.41271, 12.95974], [8.47980, -29.83266, 11.64996], [7.60786, -29.66767, 10.44229], [8.31442, -27.11228, 14.77754], [9.75941, -27.90840, 15.39686], [8.45346, -27.25069, 16.47851], [8.48971, -29.74960, 16.41520], [7.00050, -29.18422, 15.58735], [8.10824, -30.94019, 14.29771], [9.53862, -29.95730, 14.12533], [6.77926, -29.83074, 12.97009], [7.71380, -28.31511, 12.89560], [9.44245, -29.26363, 11.65787], [8.69424, -30.88749, 11.69730], [7.33228, -28.57287, 10.31715], [8.09548, -29.90955, 9.50317], [6.61823, -30.20160, 10.46757], [12.51239, -32.88072, 12.43778], [11.78727, -31.60076, 12.92907], [12.20083, -31.10952, 14.24835], [11.53915, -31.82280, 15.41724], [12.36154, -31.78339, 16.70028], [12.00373, -30.53668, 17.60719], [13.63455, -32.82794, 12.42211], [12.08819, -33.24553, 11.42950], [12.15578, -33.63468, 13.11107], [11.89572, -30.83915, 12.14218], [10.75826, -31.89338, 12.84354], [11.99081, -30.03859, 14.26402], [13.33970, -31.17980, 14.28789], [10.52616, -31.53940, 15.49470], [11.54204, -32.93128, 15.25851], [12.18984, -32.73982, 17.18316], [13.42436, -31.74781, 16.31515], [10.87944, -30.42782, 17.56665], [12.36213, -30.60953, 18.63064], [12.28342, -29.58003, 17.22442], [5.46592, -24.20433, 20.22905], [4.84998, -23.58608, 19.01998], [3.29887, -23.73983, 18.97500], [2.72767, -23.10683, 17.68611], [1.25356, -23.15836, 17.68625], [0.44005, -22.52422, 16.56489], [6.58079, -24.12536, 20.19381], [5.29345, -25.28005, 20.36453], [5.15858, -23.65138, 21.19397], [5.11015, -22.55310, 18.91809], [5.28787, -24.14630, 18.16032], [2.88062, -23.16932, 19.86037], [2.99982, -24.77385, 19.04269], [3.14310, -22.10971, 17.76987], [3.14446, -23.57977, 16.82641], [0.96319, -24.18588, 17.79133], [0.88834, -22.70136, 18.63000], [0.68567, -22.91816, 15.58116], [-0.64522, -22.76089, 16.63611], [0.27675, -21.43864, 16.56506], [9.72201, -17.76652, 13.40911], [10.12375, -19.17016, 13.88462], [11.56276, -19.41820, 14.19800], [11.89485, -20.84459, 14.63966], [13.33629, -20.97004, 15.06132], [13.73550, -22.41843, 15.32933], [8.62087, -17.72315, 13.34432], [10.16247, -17.44614, 12.50253], [10.04511, -17.02282, 14.18875], [9.31751, -19.53245, 14.59920], [9.89084, -19.92677, 13.13511], [11.89132, -18.79744, 15.03088], [12.14263, -19.18817, 13.31559], [11.23357, -21.21922, 15.46498], [11.68199, -21.59377, 13.90952], [13.96946, -20.68688, 14.19661], [13.45017, -20.34539, 15.98658], [12.98737, -22.85920, 15.92751], [13.59725, -22.98550, 14.41179], [14.77889, -22.44036, 15.72531], [16.45288, -25.33703, 18.97040], [15.82751, -26.20308, 18.02612], [16.40123, -27.50491, 18.16312], [16.05953, -28.40936, 16.99306], [16.59376, -27.96730, 15.77920], [15.67529, -27.29003, 15.01029], [17.48938, -25.44898, 18.78295], [16.18501, -25.56738, 19.97391], [15.96841, -24.31771, 18.81198], [16.06262, -27.93487, 19.12423], [17.58764, -27.47946, 18.13661], [14.97051, -28.52062, 16.92230], [16.51520, -29.39373, 17.13027], [16.20665, -27.05006, 14.15649], [15.34265, -26.30346, 15.47833], [14.76979, -27.77388, 14.69560], [8.97041, -22.97198, 19.05090], [9.73047, -23.07348, 17.81774], [9.08860, -23.82822, 16.79996], [10.08072, -24.33295, 15.77896], [11.04584, -25.24673, 16.28769], [11.70153, -26.10099, 15.41290], [8.00470, -22.51216, 18.82223], [9.61782, -22.31286, 19.63759], [8.86008, -23.90739, 19.51340], [8.32487, -23.28356, 16.14647], [8.63663, -24.73705, 17.21764], [10.59371, -23.49730, 15.30550], [9.51205, -24.88110, 14.98762], [12.76205, -25.87754, 15.25609], [11.27476, -26.07113, 14.40466], [11.72143, -27.12209, 15.77954], [2.80446, -21.40058, 13.41729], [3.96139, -21.72991, 14.16967], [4.40524, -23.04867, 14.01614], [5.47663, -23.33442, 15.03069], [6.79045, -23.28853, 14.52981], [7.30908, -22.02655, 14.25969], [1.93958, -21.96805, 13.69235], [2.88314, -21.48248, 12.35251], [2.54581, -20.38369, 13.74209], [4.85052, -23.24158, 13.07008], [3.59268, -23.75618, 14.21526], [5.32854, -24.39958, 15.30483], [5.33601, -22.75956, 15.95795], [8.25955, -22.16097, 13.83165], [7.23774, -21.44082, 15.17971], [6.62303, -21.56944, 13.52470], [9.46114, -22.54899, 10.59854], [10.69585, -23.23802, 10.60563], [11.73629, -22.67364, 11.45016], [13.06246, -23.29030, 11.02904], [13.56743, -22.58389, 9.92290], [14.86928, -23.07537, 9.60252], [9.49987, -21.54315, 10.24192], [8.99392, -22.45205, 11.63371], [8.77348, -23.19183, 9.99787], [11.45160, -22.96549, 12.45910], [11.62826, -21.55930, 11.33404], [13.00615, -24.32699, 10.74771], [13.70244, -23.36673, 11.92796], [15.51486, -22.96010, 10.50853], [15.30831, -22.55648, 8.77287], [14.73124, -24.10563, 9.38474], [2.67535, -26.24378, 15.78576], [4.12943, -26.26384, 16.03096], [4.84254, -27.32013, 15.54632], [5.28348, -27.08571, 14.14353], [4.21571, -26.58890, 13.32638], [4.76879, -26.29965, 12.06427], [2.27881, -25.72958, 16.60042], [2.26424, -27.23047, 15.79035], [2.52218, -25.80586, 14.79958], [4.33259, -28.27714, 15.54638], [5.75489, -27.39454, 16.14217], [5.78852, -27.85529, 13.64855], [5.97338, -26.20975, 14.24578], [5.35727, -27.12049, 11.61879], [5.49313, -25.46445, 12.24955], [4.04076, -25.92410, 11.37835]]
}